Entry 1:
An isolated molecule of C4H12NOP at a distorted geometry. Source: the Open Molecules 2025 dataset; level of theory: ωB97M-V/def2-TZVPD.

XYZ file:
```
19
Properties=species:S:1:pos:R:3:forces:R:3
C 1.0382 2.1039 0.4961 -2.729 -2.104 -0.101
C 0.0747 1.4310 -0.5331 2.967 -3.517 2.786
P -0.9540 0.0472 0.3975 -2.041 1.243 -2.233
N -2.6396 0.2494 -0.5478 3.539 -1.706 1.006
O -1.0242 0.3308 1.8517 0.026 -0.496 -0.595
C -0.5126 -1.6670 -0.1724 -0.938 -0.569 0.149
C 0.8058 -2.1673 0.3858 1.755 0.908 2.131
H 1.5063 2.9183 0.1127 1.117 2.664 -0.921
H 0.5793 2.2115 1.4456 -1.235 1.245 0.647
H 1.7520 1.4646 0.8833 2.028 -1.902 -0.222
H 0.7027 1.0223 -1.3477 -0.872 0.205 0.029
H -0.7312 1.9833 -0.7908 -2.011 2.276 -1.368
H -2.2889 0.1984 -1.5154 -0.587 0.178 0.309
H -3.0359 1.1529 -0.3924 -0.082 0.743 0.184
H -1.3176 -2.4057 0.1554 0.642 1.288 -0.558
H -0.4205 -1.6935 -1.2996 -0.425 0.207 1.137
H 0.9064 -2.2548 1.5938 -0.458 0.888 -2.860
H 0.9373 -3.2060 0.1188 0.300 -0.155 -0.569
H 1.6416 -1.4963 -0.0588 -0.995 -1.396 1.048
```
Positions in Å, forces in eV/Å.

Summary:
Max |F| ... 5.38 eV Å⁻¹
SMILES string ... CCP(N)(=O)CC
Net charge ... 0
Energy above the lowest of the compared OMol25 structures with the same formula, charge and spin ... 207.44 kJ/mol
Frontier orbital gap ... 0.38471 hartree



Entry 2:
A structure of composition C39H33Zr at a distorted geometry. Source: the Open Molecules 2025 dataset; level of theory: ωB97M-V/def2-TZVPD.

XYZ file:
```
73
Properties=species:S:1:pos:R:3:forces:R:3
C 0.2374 0.2963 2.6003 -0.135 0.127 1.691
C -1.2082 0.2947 3.0869 0.295 -0.053 0.067
C -2.0852 1.2590 2.5797 -0.628 0.005 0.001
C -3.4584 1.1797 2.8461 0.489 -0.350 0.279
C -3.9420 0.1453 3.6653 0.117 0.146 -0.091
C -3.0564 -0.7793 4.2283 0.147 0.330 -0.268
C -1.6892 -0.6945 3.9416 -0.368 0.064 0.053
C 1.1449 -0.8696 3.0350 0.198 0.471 -0.159
C 2.4310 -0.3608 3.2967 -0.172 -0.406 0.349
C 3.4949 -1.2187 3.5666 -0.294 0.056 -0.402
C 3.2854 -2.5982 3.4473 -0.138 0.059 0.163
C 2.0055 -3.1105 3.1926 -0.019 0.585 0.041
C 0.9187 -2.2391 3.0083 0.251 -0.084 -0.034
C 2.3825 1.1106 3.2875 -0.158 0.367 0.347
C 1.0642 1.5223 3.0296 0.269 -0.372 0.055
C 0.7193 2.8639 3.1142 0.292 0.230 -0.022
C 1.7391 3.8141 3.2986 0.224 -0.351 0.091
C 3.0705 3.3997 3.4972 -0.283 0.191 0.020
C 3.3826 2.0413 3.5661 -0.204 -0.292 -0.318
H -1.7061 2.0726 1.9511 -0.239 -0.494 0.127
H -4.1324 1.9088 2.3929 0.129 -0.237 0.228
H -5.0118 0.0712 3.8626 0.263 -0.017 -0.050
H -3.4126 -1.5887 4.8651 -0.025 0.258 -0.117
H -0.9928 -1.4134 4.3735 -0.294 0.219 -0.100
H 4.4610 -0.7820 3.8214 -0.082 -0.354 -0.127
H 4.1243 -3.2823 3.5647 -0.187 0.116 0.068
H 1.8379 -4.1825 3.1355 0.113 0.147 0.014
H -0.0874 -2.6299 2.8471 0.367 0.027 -0.149
H -0.3225 3.1819 3.0650 0.350 -0.027 -0.190
H 1.4947 4.8824 3.2894 0.114 -0.456 0.056
H 3.8602 4.1481 3.6106 -0.310 -0.253 0.058
H 4.3809 1.6663 3.7981 -0.130 0.375 -0.097
C 0.2400 0.2726 1.1106 0.049 -0.210 -2.089
Zr -0.6075 -0.8039 -3.7058 0.245 2.418 -0.874
C 0.6366 -2.3225 -2.7793 0.991 -1.014 1.010
C 0.7390 0.8079 -4.9707 0.100 0.661 1.107
C -0.0504 1.7273 -4.1921 0.391 0.041 -0.252
C 0.6509 2.0268 -2.9698 0.429 -0.171 -0.442
C 0.4050 2.9418 -1.9343 0.070 -0.109 -0.003
C 1.2751 2.9882 -0.8468 -0.171 0.137 0.083
C 2.3984 2.1410 -0.7831 0.213 -0.147 -0.233
C 2.6911 1.2572 -1.8223 -0.098 0.049 0.213
C 1.8298 1.1871 -2.9328 -0.711 0.075 -0.346
C 1.8507 0.4149 -4.1448 -0.050 -0.082 -0.074
C -2.3151 0.6128 -2.6872 -0.032 0.248 0.076
C -2.7423 0.1387 -3.9696 -0.621 -1.085 0.677
C -2.8496 -1.3201 -3.8805 -0.498 1.264 0.431
C -2.4934 -2.2748 -4.8641 0.696 0.500 0.285
C -2.3809 -3.6233 -4.4556 -0.620 -1.369 0.127
C -2.5398 -3.9920 -3.1136 0.014 -0.122 -0.722
C -2.6538 -3.0438 -2.1039 -0.265 0.229 0.405
C -2.6632 -1.6740 -2.4778 0.748 0.326 -0.039
C -2.2246 -0.4858 -1.7822 -0.841 -0.817 -0.718
H -0.2164 1.1668 0.6685 0.131 -0.178 0.116
H -0.2981 -0.6001 0.7111 0.104 0.139 0.231
H 1.2650 0.2135 0.7202 -0.253 0.091 0.075
H 0.7893 -3.1012 -3.5493 -0.061 0.045 0.154
H 1.6340 -1.9426 -2.4965 -0.257 -0.141 -0.040
H 0.1899 -2.8050 -1.9032 0.018 -0.181 -0.037
H 0.6134 0.6138 -6.0373 -0.019 -0.119 0.263
H -0.9017 2.3052 -4.5455 0.171 -0.260 -0.014
H -0.4570 3.6110 -2.0025 0.211 -0.153 0.128
H 1.0843 3.6829 -0.0190 0.084 -0.256 -0.341
H 3.0484 2.1856 0.0981 -0.192 -0.001 -0.318
H 3.5663 0.6049 -1.7904 -0.161 0.203 0.123
H 2.6780 -0.2305 -4.4252 -0.248 0.040 -0.074
H -2.1667 1.6503 -2.4016 -0.075 -0.237 -0.115
H -2.9740 0.7199 -4.8568 0.326 -0.024 0.145
H -2.4644 -1.9729 -5.9155 -0.126 -0.218 0.207
H -2.2030 -4.3908 -5.2080 -0.042 0.115 0.178
H -2.5500 -5.0527 -2.8494 0.139 0.268 -0.122
H -2.7323 -3.3045 -1.0469 0.138 -0.069 -0.310
H -2.0310 -0.4383 -0.7098 0.119 0.084 -0.455
```
Positions in Å, forces in eV/Å.

Summary:
Max |F| ... 2.58 eV Å⁻¹
Net charge ... -1
Energy above the lowest of the compared OMol25 structures with the same formula, charge and spin ... 0.00 kJ/mol
Frontier orbital gap ... 0.13921 hartree



Among the records above, which one has the lowest max |F|? C39H33Zr



The highest net charge belongs to which entry? C4H12NOP